A cluster of 2 separate species, C2H2ClNO in total in a non-equilibrium geometry, computed with wB97M-V/def2-TZVPD.

XYZ file:
```
7
Properties=species:S:1:pos:R:3:mulliken_charge:R:1
C 1.75 0.08 -0.52 -0.228
C 0.88 -0.76 0.10 0.357
N -0.33 -0.38 0.31 -0.381
O 0.56 0.76 0.03 -0.035
Cl -3.40 0.11 -0.05 -0.351
H 2.62 0.46 -0.14 0.217
H -2.07 -0.27 0.26 0.423
```

Values from the calculation:
E in Eh: -667.29872
Energy above the lowest of the compared OMol25 structures with the same formula, charge and spin in eV: 7.2512
Total charge: 0
LUMO energy in eV: -1.2
HOMO in eV: -10.268
HOMO-LUMO gap in eV: 9.073


A cluster of 7 separate species, C14H28Cl14 in total in a non-equilibrium geometry, computed with wB97M-V/def2-TZVPD.

XYZ file:
```
56
Properties=species:S:1:pos:R:3:mulliken_charge:R:1
Cl -10.33 -1.56 -0.41 -0.184
C -8.61 -1.57 -0.60 -0.423
C -8.08 -1.96 -1.95 -0.420
Cl -6.27 -2.02 -2.05 -0.180
H -8.22 -2.20 0.20 0.319
H -8.28 -0.55 -0.40 0.283
H -8.43 -1.21 -2.66 0.297
H -8.47 -2.94 -2.22 0.308
Cl -4.71 1.40 2.24 -0.152
C -5.07 2.13 3.82 -0.451
C -6.40 2.78 3.88 -0.447
Cl -7.73 1.58 3.69 -0.175
H -4.26 2.85 3.92 0.281
H -4.95 1.43 4.65 0.325
H -6.49 3.62 3.19 0.324
H -6.61 3.25 4.84 0.296
Cl 6.35 -0.97 3.27 -0.190
C 4.95 -1.85 4.05 -0.384
C 5.32 -3.25 4.47 -0.432
Cl 6.45 -3.25 5.85 -0.185
H 4.16 -1.91 3.29 0.269
H 4.48 -1.35 4.89 0.333
H 5.93 -3.64 3.65 0.267
H 4.44 -3.84 4.74 0.321
Cl 4.17 -6.52 0.56 -0.187
C 4.80 -5.64 -0.85 -0.365
C 4.86 -6.41 -2.07 -0.453
Cl 3.36 -7.06 -2.68 -0.170
H 5.75 -5.23 -0.51 0.290
H 4.18 -4.76 -1.03 0.263
H 5.49 -7.26 -1.82 0.275
H 5.42 -6.03 -2.92 0.346
Cl 2.29 -0.70 -0.76 -0.169
C 0.70 -0.25 -1.48 -0.439
C -0.54 -0.92 -0.84 -0.392
Cl -0.35 -2.72 -0.88 -0.197
H 0.80 -0.44 -2.55 0.330
H 0.67 0.82 -1.27 0.263
H -1.47 -0.59 -1.28 0.326
H -0.54 -0.72 0.23 0.274
Cl 4.41 4.48 2.06 -0.182
C 4.56 4.15 0.32 -0.343
C 5.95 3.99 -0.20 -0.362
Cl 7.16 4.97 0.64 -0.180
H 4.18 5.07 -0.12 0.248
H 3.96 3.30 0.00 0.278
H 6.00 4.32 -1.24 0.279
H 6.24 2.95 -0.03 0.264
Cl 0.10 5.10 -3.11 -0.170
C -1.18 5.32 -4.34 -0.392
C -1.64 3.89 -4.82 -0.496
Cl -2.46 2.96 -3.55 -0.158
H -0.83 5.97 -5.14 0.307
H -2.03 5.84 -3.89 0.292
H -0.84 3.22 -5.13 0.306
H -2.34 3.94 -5.66 0.313
```

Values from the calculation:
E in Eh: -6992.89042
SMILES: ClCCCl.ClCCCl.ClCCCl.ClCCCl.ClCCCl.ClCCCl.ClCCCl
Energy above the lowest of the compared OMol25 structures with the same formula, charge and spin in eV: 1.9818
Total charge: 0
LUMO energy in eV: 0.2
HOMO in eV: -10.524
HOMO-LUMO gap in eV: 10.773


An isolated molecule of C5H8O2, computed with wB97M-V/def2-TZVPD.

XYZ file:
```
15
Properties=species:S:1:pos:R:3:mulliken_charge:R:1
C -1.61 -0.67 -0.02 -1.485
C -0.46 0.32 -0.20 1.257
O -1.02 1.56 -0.53 -0.583
C 0.53 0.24 1.02 -0.939
C 1.59 -0.49 0.17 -0.491
C 0.82 0.03 -1.03 0.218
O 1.18 0.53 -2.07 -0.579
H -2.25 -0.23 0.74 0.381
H -2.20 -0.78 -0.93 0.341
H -1.28 -1.65 0.34 0.342
H -0.44 1.97 -1.19 0.361
H 0.84 1.24 1.33 0.281
H 0.14 -0.32 1.88 0.329
H 2.63 -0.17 0.25 0.311
H 1.54 -1.58 0.24 0.255
```

Values from the calculation:
E in Eh: -345.76563
SMILES: C[C@@]1(O)CCC1=O
Energy above the lowest of the compared OMol25 structures with the same formula, charge and spin in eV: 1.0701
Total charge: 0
LUMO energy in eV: 0.9
HOMO in eV: -9.753
HOMO-LUMO gap in eV: 10.677


A structure of composition H22HeO11 in a non-equilibrium geometry, computed with wB97M-V/def2-TZVPD.

XYZ file:
```
34
Properties=species:S:1:pos:R:3:mulliken_charge:R:1
He 0.01 0.34 0.18 0.025
O -0.91 0.77 -2.12 -0.720
H -1.19 -0.12 -1.90 0.338
H -1.60 1.33 -1.78 0.420
O 1.84 0.74 -2.75 -0.698
H 0.90 0.87 -2.68 0.403
H 2.12 0.51 -1.86 0.411
O -2.32 -0.81 2.07 -0.697
H -1.55 -1.38 2.12 0.315
H -3.02 -1.31 2.49 0.318
O 2.70 0.02 -0.36 -0.788
H 2.38 -0.88 -0.27 0.341
H 3.61 -0.08 -0.64 0.297
O -3.49 -0.27 -0.30 -0.647
H -3.01 -0.38 0.52 0.425
H -3.62 0.67 -0.37 0.285
O 1.25 3.61 1.62 -0.666
H 2.02 3.81 1.09 0.286
H 1.38 2.70 1.89 0.430
O 1.85 0.97 2.13 -0.750
H 2.38 0.76 1.36 0.392
H 2.46 1.36 2.74 0.351
O 0.35 -1.46 2.90 -0.635
H 0.81 -0.63 2.79 0.359
H 1.02 -2.12 2.77 0.276
O -2.54 2.62 -1.11 -0.697
H -1.93 3.28 -1.47 0.308
H -3.35 2.75 -1.61 0.337
O 1.48 -2.95 -0.52 -0.625
H 1.36 -3.87 -0.28 0.259
H 1.68 -2.97 -1.46 0.342
O -0.98 -2.51 -2.10 -0.647
H -0.32 -2.50 -1.41 0.325
H -1.76 -2.87 -1.68 0.328
```

Values from the calculation:
E in Eh: -843.73429
Energy above the lowest of the compared OMol25 structures with the same formula, charge and spin in eV: 0.9093
Total charge: 0
LUMO energy in eV: -0.2
HOMO in eV: -9.942
HOMO-LUMO gap in eV: 9.783


An isolated molecule of C2H4NOP in a non-equilibrium geometry, computed with wB97M-V/def2-TZVPD.

XYZ file:
```
9
Properties=species:S:1:pos:R:3:mulliken_charge:R:1
C 0.33 -1.17 -0.02 -0.444
C 0.37 1.15 0.00 -0.434
N -1.02 -1.23 0.00 -0.225
O -1.00 1.26 -0.02 -0.270
P -2.01 -0.04 0.01 0.285
H 0.82 -1.47 -0.93 0.275
H 0.84 -1.41 0.90 0.277
H 0.82 1.42 0.94 0.268
H 0.85 1.50 -0.90 0.268
```

Values from the calculation:
E in Eh: -549.87435
Energy above the lowest of the compared OMol25 structures with the same formula, charge and spin in eV: 1.8026
Total charge: 0
LUMO energy in eV: 0.1
HOMO in eV: -8.098
HOMO-LUMO gap in eV: 8.199


A cluster of 2 separate species, C21H20FN3O5 in total in a non-equilibrium geometry, computed with wB97M-V/def2-TZVPD.

XYZ file:
```
50
Properties=species:S:1:pos:R:3:mulliken_charge:R:1
O -0.03 2.95 -2.30 -0.722
C -0.41 1.84 -1.90 1.121
C -0.26 0.69 -2.80 0.071
O 0.39 0.89 -4.01 -0.580
C -0.74 -0.57 -2.44 -0.630
N -0.67 -1.69 -3.31 -0.169
C -0.97 -1.66 -4.68 -0.013
C -1.86 -0.73 -5.23 0.162
C -2.11 -0.72 -6.61 -0.652
C -1.48 -1.65 -7.45 0.202
F -1.70 -1.62 -8.78 -0.324
C -0.61 -2.59 -6.89 -0.549
C -0.36 -2.60 -5.51 -0.466
C -1.30 -0.76 -1.07 0.840
O -1.60 -1.89 -0.70 -0.718
C -1.50 0.41 -0.19 0.391
C -2.13 0.26 1.07 -0.684
C -2.32 1.37 1.90 -0.541
C -1.90 2.64 1.49 -0.520
C -1.28 2.79 0.25 -0.756
C -1.08 1.69 -0.60 0.433
H 0.68 1.82 -4.06 0.348
H -0.76 -2.60 -2.86 0.340
H -2.35 -0.01 -4.59 0.429
H -2.79 0.01 -7.04 0.389
H -0.13 -3.32 -7.54 0.392
H 0.32 -3.33 -5.09 0.388
H -2.46 -0.72 1.40 0.493
H -2.81 1.25 2.87 0.444
H -2.04 3.50 2.14 0.409
H -0.95 3.78 -0.06 0.455
C 3.70 1.90 2.98 -0.948
N 2.61 1.11 3.54 -0.040
C 1.67 0.48 2.82 0.484
O 1.66 0.51 1.60 -0.655
C 0.61 -0.35 3.57 -0.472
N 1.09 -1.10 4.74 -0.149
C 1.40 -0.55 5.92 0.802
C 1.80 -1.50 7.02 -1.275
O 1.38 0.66 6.12 -0.704
H 3.33 2.88 2.68 0.280
H 4.11 1.40 2.10 0.317
H 4.50 2.02 3.72 0.343
H 2.51 1.08 4.55 0.148
H -0.17 0.34 3.89 0.195
H 0.18 -1.05 2.85 0.406
H 1.16 -2.10 4.66 0.273
H 0.98 -2.19 7.22 0.350
H 2.01 -0.92 7.92 0.321
H 2.69 -2.05 6.73 0.341
```

Values from the calculation:
E in Eh: -1452.62160
SMILES: O=C1C(O)=C(Nc2ccc(F)cc2)C(=O)c2ccccc21.CNC(=O)CNC(C)=O
Energy above the lowest of the compared OMol25 structures with the same formula, charge and spin in eV: 0.0000
Total charge: 0
LUMO energy in eV: -1.2
HOMO in eV: -7.890
HOMO-LUMO gap in eV: 6.686


A cluster of 2 separate species, C5H11O2 in total in a non-equilibrium geometry, computed with wB97M-V/def2-TZVPD.

XYZ file:
```
18
Properties=species:S:1:pos:R:3:mulliken_charge:R:1
C 1.33 1.39 0.49 -0.653
O 1.78 0.20 0.87 -0.871
C 0.26 1.42 -0.67 -0.631
C -1.06 0.82 -0.20 -0.615
C -1.06 -0.71 -0.12 0.063
C -2.10 -1.44 0.24 -0.953
H 0.78 1.97 1.30 0.279
H 2.13 2.11 0.19 0.272
H 0.76 0.80 -1.42 0.333
H 0.07 2.48 -0.85 0.339
H -1.22 1.16 0.82 0.251
H -1.94 1.03 -0.82 0.388
H -0.14 -1.16 -0.47 0.246
H -3.04 -0.94 0.47 0.270
H -2.07 -2.52 0.34 0.294
H 1.89 -1.43 0.21 0.426
H 1.64 -2.97 0.03 0.267
O 1.98 -2.19 -0.41 -0.704
```

Values from the calculation:
E in Eh: -347.56117
Energy above the lowest of the compared OMol25 structures with the same formula, charge and spin in eV: 2.4079
Total charge: -1
LUMO energy in eV: 4.0
HOMO in eV: -2.957
HOMO-LUMO gap in eV: 6.944


A structure of composition C5H7LiO3 in a non-equilibrium geometry, computed with wB97M-V/def2-TZVPD.

XYZ file:
```
16
Properties=species:S:1:pos:R:3:mulliken_charge:R:1
O 0.11 -0.02 0.73 -0.243
C 1.39 0.07 0.03 0.946
O 1.32 -0.05 -1.21 -0.776
Li 3.60 0.17 -0.81 0.912
O 2.33 0.44 0.71 -0.745
C -0.81 -0.81 0.26 0.278
H -0.42 -1.63 -0.36 0.512
H -2.62 -1.74 0.87 0.319
C -2.17 -0.75 0.77 -0.860
H -2.30 -0.03 1.58 0.325
C -2.86 -0.02 -0.71 -0.153
C -1.68 0.51 -1.34 -0.789
H -3.54 0.75 -0.32 0.287
H -1.60 1.60 -1.36 0.275
H -3.34 -0.85 -1.24 0.305
H -0.47 0.31 -1.67 0.407
```

Values from the calculation:
E in Eh: -427.63548
Energy above the lowest of the compared OMol25 structures with the same formula, charge and spin in eV: 0.0000
Total charge: +1
LUMO energy (alpha / beta) in eV: -4.7 / -4.7
HOMO (alpha / beta) in eV: -12.082 / -14.532
HOMO-LUMO gap (alpha / beta) in eV: 7.415 / 9.799
Multiplicity: 2


A cluster of 2 separate species, H4NS in total in a non-equilibrium geometry, computed with wB97M-V/def2-TZVPD.

XYZ file:
```
6
Properties=species:S:1:pos:R:3:mulliken_charge:R:1
N 0.22 1.41 -1.71 -0.679
H 1.23 1.46 -1.75 0.188
H 0.10 0.81 -0.89 0.242
H -0.08 1.01 -2.59 0.179
S -0.10 -0.76 1.01 -0.891
H -1.37 -0.99 0.57 -0.039
```

Values from the calculation:
E in Eh: -455.37164
Energy above the lowest of the compared OMol25 structures with the same formula, charge and spin in eV: 0.0832
Total charge: -1
LUMO energy in eV: 4.9
HOMO in eV: -2.580
HOMO-LUMO gap in eV: 7.440


A cluster of 2 separate species, C10H15Br2 in total in a non-equilibrium geometry, computed with wB97M-V/def2-TZVPD.

XYZ file:
```
27
Properties=species:S:1:pos:R:3:mulliken_charge:R:1
Br 2.41 -2.29 2.97 -0.118
Br 0.85 -1.34 4.41 -0.039
C 1.99 -0.90 -1.29 -0.697
C 2.42 0.15 -0.26 -0.900
C 1.43 0.26 0.94 0.070
C 0.00 0.19 0.52 1.543
C -0.36 -0.08 -0.82 0.413
C 0.59 -0.60 -1.84 -0.976
C -1.75 0.03 -1.32 -0.985
C -2.57 1.02 -0.51 -0.887
C -2.33 0.84 1.03 -0.523
C -0.95 0.52 1.48 -1.076
H 2.72 -1.00 -2.10 0.374
H 1.98 -1.89 -0.83 0.268
H 3.43 -0.06 0.11 0.383
H 2.49 1.14 -0.74 0.328
H 1.56 -0.55 1.68 -0.634
H 1.61 1.17 1.53 0.397
H 0.61 0.07 -2.73 0.361
H 0.12 -1.50 -2.28 0.340
H -1.75 0.27 -2.39 0.402
H -2.19 -0.98 -1.30 0.325
H -2.39 2.06 -0.85 0.325
H -3.64 0.92 -0.76 0.339
H -2.73 1.74 1.54 0.331
H -2.98 -0.01 1.33 0.267
H -0.55 0.81 2.46 0.367
```

Values from the calculation:
E in Eh: -5537.99825
Total charge: 0
LUMO energy (alpha / beta) in eV: -1.8 / -1.8
HOMO (alpha / beta) in eV: -6.632 / -8.733
HOMO-LUMO gap (alpha / beta) in eV: 4.786 / 6.887
Multiplicity: 2


A cluster of 2 separate species, C5H6Si in total in a non-equilibrium geometry, computed with wB97M-V/def2-TZVPD.

XYZ file:
```
12
Properties=species:S:1:pos:R:3:mulliken_charge:R:1
C -0.79 -2.13 -0.86 0.156
C -2.69 2.46 -0.54 0.383
C -1.41 -1.27 -0.27 -0.470
C -2.58 1.35 -0.08 -0.721
C 2.65 -0.13 0.67 -0.764
Si -2.67 -0.35 0.68 -0.119
H -0.28 -2.90 -1.36 0.384
H -2.74 3.37 -1.08 0.386
H 2.56 -0.94 1.53 0.189
H 2.95 0.86 1.19 0.230
H 1.65 0.00 0.28 0.123
H 3.35 -0.32 -0.17 0.222
```

Values from the calculation:
E in Eh: -483.42119
Energy above the lowest of the compared OMol25 structures with the same formula, charge and spin in eV: 2.8902
Total charge: 0
LUMO energy in eV: -1.2
HOMO in eV: -8.860
HOMO-LUMO gap in eV: 7.676


A structure of composition C29H18BrClIMnN5O4Se in a non-equilibrium geometry, computed with wB97M-V/def2-TZVPD.

XYZ file:
```
61
Properties=species:S:1:pos:R:3:mulliken_charge:R:1
Mn 0.29 0.20 -0.80 1.044
Se 2.14 4.04 5.78 0.246
N 2.98 2.84 4.78 -0.860
C 2.22 2.61 3.74 1.005
C 2.55 1.66 2.69 0.317
C 3.73 0.91 2.70 -0.593
C 3.96 0.02 1.68 -1.018
C 3.00 -0.11 0.68 -0.304
N 1.88 0.59 0.66 0.384
C 1.66 1.49 1.63 -0.013
C 0.42 2.27 1.55 0.009
N -0.36 2.10 0.47 -0.032
C -1.53 2.70 0.43 -0.504
C -1.99 3.56 1.42 -1.305
C -1.18 3.80 2.50 -0.618
C 0.06 3.15 2.58 0.348
C 0.97 3.34 3.69 0.901
N 0.74 4.15 4.69 -0.855
H 4.43 1.04 3.51 0.543
H 4.86 -0.58 1.64 0.430
H 3.12 -0.82 -0.13 0.446
H -2.15 2.49 -0.44 0.887
H -2.96 4.03 1.34 0.444
H -1.46 4.47 3.30 0.533
Cl 0.51 -3.17 -6.84 -0.276
C 0.83 -2.15 -5.47 0.601
C 2.02 -1.49 -5.39 -0.487
C 2.32 -0.66 -4.29 -0.486
I 4.14 0.34 -4.17 0.004
C 1.43 -0.48 -3.25 0.228
O 1.65 0.26 -2.20 -0.838
C 0.16 -1.17 -3.36 0.699
N -0.71 -0.97 -2.33 0.052
C -1.87 -1.58 -2.36 -0.414
C -2.26 -2.43 -3.40 -1.023
C -1.40 -2.65 -4.44 -0.727
C -0.14 -2.01 -4.45 -0.080
H 2.75 -1.62 -6.18 0.422
H -2.52 -1.40 -1.51 0.564
H -3.22 -2.92 -3.37 0.410
H -1.67 -3.31 -5.26 0.420
C -1.15 3.22 -3.13 -0.735
O -0.42 2.09 -2.68 -0.161
H -1.88 2.95 -3.90 0.287
H -0.48 3.99 -3.53 0.296
H -1.67 3.64 -2.28 0.220
H 0.26 1.88 -3.34 0.246
Br -3.46 -4.76 5.37 -0.204
C -2.57 -3.81 3.99 0.094
C -2.67 -2.43 3.95 -0.563
C -2.03 -1.74 2.93 -0.230
C -1.29 -2.43 1.97 0.072
C -1.20 -3.81 2.03 -0.300
C -1.85 -4.51 3.04 -0.556
C -0.59 -1.67 0.88 0.653
O 0.38 -2.15 0.29 -0.669
O -1.05 -0.50 0.62 -0.692
H -3.23 -1.90 4.71 0.431
H -2.09 -0.67 2.87 0.430
H -0.62 -4.34 1.29 0.454
H -1.79 -5.59 3.09 0.423
```

Values from the calculation:
E in Eh: -8575.15384
Energy above the lowest of the compared OMol25 structures with the same formula, charge and spin in eV: 0.0000
Total charge: 0
LUMO energy (alpha / beta) in eV: -1.0 / -1.0
HOMO (alpha / beta) in eV: -7.379 / -7.499
HOMO-LUMO gap (alpha / beta) in eV: 6.337 / 6.459
Multiplicity: 6